1.
C14H19N5NaSTe4 as an isolated structure. Source: the OMol25 dataset; level of theory: ωB97M-V with the def2-TZVPD basis set.

Output
- Energy relative to the best compared isomer or geometry (same formula, charge and spin): 21.7 kcal/mol
- HOMO: -0.080 Eh
- Net charge: -1
- Molecular weight: 822.80 g mol⁻¹
- 2S+1: 1

```
44
C14H19N5NaSTe4 ωB97M-V with the def2-TZVPD basis set
Te 1.820 -3.367 0.551
Te -1.294 -4.521 2.371
Te 0.154 -3.786 4.487
Te 2.622 -2.873 3.061
S -1.021 4.059 0.146
Na 0.759 -0.548 0.291
N 0.154 1.827 0.498
N 3.231 2.713 -1.358
N -1.538 -1.345 0.542
N 2.490 0.736 -0.655
N -2.659 -0.737 -0.096
C 2.221 2.002 -0.772
C -4.316 -2.509 0.157
C 5.530 1.961 -2.139
C 4.553 -0.569 -1.235
C -3.986 -1.054 0.471
C 6.296 0.812 -2.219
C 4.262 1.817 -1.593
C 3.776 0.583 -1.149
C 0.958 2.580 -0.322
C 0.473 3.803 -0.652
C -4.963 -0.125 -0.244
C -0.903 2.491 0.830
C -4.060 -0.826 1.984
C 5.817 -0.430 -1.774
H 7.294 0.875 -2.633
H 0.930 4.570 -1.254
H -4.750 0.924 -0.011
H -1.678 2.096 1.472
H -5.318 -2.755 0.514
H 5.907 2.915 -2.484
H -3.424 -1.529 2.527
H 6.457 -1.299 -1.852
H -5.080 -0.981 2.339
H -5.987 -0.335 0.068
H -3.613 -3.179 0.657
H -4.890 -0.259 -1.325
H -4.272 -2.681 -0.920
H -3.768 0.199 2.241
H 4.161 -1.514 -0.873
H 3.296 3.713 -1.419
H -2.515 0.266 -0.055
H -1.665 -1.398 1.553
H -1.466 -2.324 0.272
```

natural (NBO) analysis output, partial charges in e: Te -0.69; Te -0.66; Te -0.24; Te -0.28; S 0.45; Na 0.85; N -0.43; N -0.53; N -0.73; N -0.48; N -0.48; C 0.35; C -0.63; C -0.25; C -0.20; C 0.09; C -0.20; C 0.08; C 0.16; C 0.07; C -0.43; C -0.61; C -0.13; C -0.64; C -0.23; H 0.21; H 0.24; H 0.19; H 0.24; H 0.20; H 0.21; H 0.25; H 0.22; H 0.21; H 0.21; H 0.25; H 0.22; H 0.21; H 0.18; H 0.27; H 0.41; H 0.32; H 0.36; H 0.40

2.
One molecule with the formula C14H19NO3. Source: the OMol25 dataset; level of theory: ωB97M-V with the def2-TZVPD basis set.

Output
- Energy relative to the best compared isomer or geometry (same formula, charge and spin): 9.2 kcal/mol
- HOMO: -0.321 Eh
- SMILES: CCCCOC(=O)c1cccc(NC(=O)CC)c1
- Molecular weight: 249.31 g mol⁻¹
- 2S+1: 1

```
37
C14H19NO3 ωB97M-V with the def2-TZVPD basis set
O 2.670 1.569 -1.013
O -4.806 1.071 0.590
O 1.881 -0.523 -0.766
N -2.940 -0.171 0.161
C 3.778 -1.657 0.260
C -5.034 -1.315 0.417
C -5.228 -1.825 -1.012
C 0.384 1.253 -0.442
C -2.175 2.157 0.151
C 3.172 -1.076 -1.017
C -4.272 0.001 0.411
C 5.099 0.414 0.950
C -1.937 0.790 0.017
C 1.763 0.812 -0.767
C -0.652 0.344 -0.276
C 0.139 2.618 -0.311
C 4.044 -0.613 1.346
C -1.137 3.057 -0.013
H 0.958 3.308 -0.446
H -2.622 -1.122 0.035
H 3.025 -1.869 -1.756
H 4.713 -2.150 -0.012
H -4.273 -2.021 -1.496
H 4.732 1.060 0.157
H 3.095 -2.413 0.652
H -1.332 4.113 0.092
H -6.007 -1.135 0.874
H 4.372 -1.139 2.246
H -0.452 -0.712 -0.382
H 3.815 -0.299 -1.439
H 3.111 -0.098 1.590
H 6.007 -0.081 0.611
H -4.498 -2.056 1.014
H -3.170 2.501 0.379
H -5.765 -1.087 -1.602
H -5.804 -2.747 -1.006
H 5.347 1.041 1.803
```

natural (NBO) analysis output, partial charges in e: O -0.60; O -0.60; O -0.52; N -0.63; C -0.41; C -0.49; C -0.60; C -0.16; C -0.25; C -0.08; C 0.69; C -0.62; C 0.23; C 0.79; C -0.22; C -0.18; C -0.40; C -0.20; H 0.24; H 0.39; H 0.19; H 0.21; H 0.20; H 0.23; H 0.21; H 0.22; H 0.23; H 0.20; H 0.22; H 0.21; H 0.20; H 0.20; H 0.21; H 0.26; H 0.22; H 0.22; H 0.21

3.
C14H19NO5S3Ti as an isolated structure. Source: the OMol25 dataset; level of theory: ωB97M-V with the def2-TZVPD basis set.

Output
- Energy relative to the best compared isomer or geometry (same formula, charge and spin): 14.9 kcal/mol
- HOMO: -0.281 Eh
- Molecular weight: 425.38 g mol⁻¹
- 2S+1: 1

```
43
C14H19NO5S3Ti ωB97M-V with the def2-TZVPD basis set
Ti 0.023 0.876 0.789
S -2.214 1.141 0.165
S 0.069 3.222 0.894
S 0.802 -1.707 1.233
O 2.683 0.221 -2.124
O 0.927 0.817 -0.851
O 1.122 -2.656 2.250
O -0.025 1.001 2.992
O -0.568 -1.092 1.281
N 1.660 -0.365 1.234
C -1.218 1.428 3.685
C -2.577 2.837 0.484
C 2.159 -4.052 -1.686
C 0.141 -2.165 -1.392
C 2.151 0.288 -1.056
C 1.376 -3.705 -2.788
C 0.359 -2.773 -2.617
C -4.024 3.215 0.312
C 2.744 -0.204 0.260
C 0.947 -2.508 -0.317
C -1.865 5.183 1.019
C 1.653 -4.307 -4.135
C -1.617 3.715 0.810
C 1.950 -3.466 -0.453
H 3.438 0.549 0.636
H 1.939 -5.355 -4.052
H -4.671 2.346 0.422
H 0.785 -4.238 -4.790
H -1.107 5.627 1.663
H -0.647 -1.433 -1.283
H -2.839 5.366 1.474
H -0.269 -2.507 -3.458
H 2.547 -3.755 0.402
H -1.995 0.673 3.581
H -0.977 1.609 4.731
H 0.320 0.190 3.384
H -4.207 3.636 -0.680
H 2.939 -4.795 -1.800
H 2.477 -3.779 -4.620
H 3.317 -1.112 0.082
H -1.529 2.351 3.206
H -4.341 3.958 1.046
H -1.840 5.725 0.070
```

natural (NBO) analysis output, partial charges in e: Ti 1.29; S -0.09; S -0.08; S 2.30; O -0.55; O -0.71; O -0.90; O -0.70; O -0.93; N -0.96; C -0.25; C -0.18; C -0.20; C -0.18; C 0.78; C 0.03; C -0.20; C -0.65; C -0.36; C -0.32; C -0.65; C -0.63; C -0.16; C -0.20; H 0.24; H 0.22; H 0.23; H 0.22; H 0.23; H 0.24; H 0.22; H 0.22; H 0.24; H 0.19; H 0.19; H 0.50; H 0.22; H 0.22; H 0.23; H 0.23; H 0.22; H 0.21; H 0.22